No. 1
{
  "formula": "C3H9N3O",
  "method": "ωB97M-V/def2-TZVPD",
  "elements": ["C", "N", "C", "C", "N", "N", "O", "H", "H", "H", "H", "H", "H", "H", "H", "H"],
  "positions_angstrom": [[-2.13, 1.55, -0.06], [-1.36, 0.33, 0.03], [0.08, 0.36, 0.12], [0.81, -0.75, 0.23], [0.31, -2.02, 0.11], [2.23, -0.58, 0.40], [2.90, 0.40, -0.34], [-3.20, 1.31, -0.10], [-1.95, 2.19, 0.81], [-1.87, 2.11, -0.97], [-1.66, -0.39, -0.62], [0.48, 1.36, 0.26], [-0.70, -2.01, 0.28], [0.75, -2.64, 0.78], [2.70, -1.48, 0.31], [2.62, 0.24, -1.26]],
  "mulliken_charge": [-0.876, -0.360, -0.012, -0.260, -0.578, -0.284, -0.356, 0.305, 0.295, 0.325, 0.231, 0.477, 0.250, 0.242, 0.275, 0.327],
  "total_charge": 0,
  "smiles": "CN/C=C(\\N)NO",
  "energy_ha": -359.114967
}

No. 2
{
  "formula": "C3H9N3O",
  "method": "ωB97M-V/def2-TZVPD",
  "elements": ["C", "C", "N", "C", "N", "O", "N", "H", "H", "H", "H", "H", "H", "H", "H", "H"],
  "positions_angstrom": [[1.80, -0.68, 0.50], [0.44, -0.97, -0.32], [-0.31, -2.09, 0.06], [-0.11, 0.26, -0.43], [0.43, 1.34, -1.12], [-1.51, 0.30, -0.35], [-2.00, 1.59, 0.10], [2.31, -1.64, 0.42], [2.44, 0.04, -0.01], [1.68, -0.46, 1.56], [0.06, -2.67, 0.80], [-1.30, -1.91, 0.19], [1.39, 1.55, -0.86], [-0.12, 2.18, -1.04], [-2.78, 1.77, -0.53], [-2.41, 1.40, 1.02]],
  "mulliken_charge": [-1.175, 0.263, -0.569, 0.426, -0.514, -0.276, -0.564, 0.319, 0.382, 0.285, 0.208, 0.207, 0.214, 0.310, 0.241, 0.242],
  "total_charge": 0,
  "smiles": "C/C(N)=C(\\N)ON",
  "energy_ha": -359.087745
}

No. 3
{
  "formula": "C3H9N3O",
  "method": "ωB97M-V/def2-TZVPD",
  "elements": ["H", "N", "C", "N", "C", "C", "N", "O", "H", "H", "H", "H", "H", "H", "H", "H"],
  "positions_angstrom": [[-2.18, 1.77, 0.03], [-1.29, 1.38, -0.25], [-1.21, 0.09, -0.22], [-2.25, -0.75, 0.05], [0.11, -0.54, -0.57], [1.17, 0.12, 0.36], [2.42, -0.56, 0.20], [1.23, 1.48, 0.20], [-3.17, -0.36, 0.20], [-2.12, -1.74, 0.03], [0.37, -0.31, -1.60], [0.09, -1.61, -0.39], [0.70, -0.13, 1.41], [2.95, -0.55, 1.07], [2.98, -0.08, -0.51], [0.19, 1.79, 0.00]],
  "mulliken_charge": [0.161, -0.608, 0.656, -0.394, -0.651, 0.017, -0.581, -0.649, 0.192, 0.200, 0.246, 0.254, 0.202, 0.237, 0.292, 0.426],
  "total_charge": 0,
  "smiles": "[H]/N=C(\\N)C[C@@H](N)O",
  "energy_ha": -359.214087
}

No. 4
{
  "formula": "C3H9N3O2",
  "method": "ωB97M-V/def2-TZVPD",
  "elements": ["C", "N", "C", "N", "C", "O", "N", "O", "H", "H", "H", "H", "H", "H", "H", "H", "H"],
  "positions_angstrom": [[-1.61, -0.18, -0.40], [-0.31, -0.54, -0.22], [0.45, -1.66, -0.89], [0.45, 0.73, -0.55], [0.61, 1.76, 0.45], [0.74, 2.96, 0.23], [0.78, 1.06, 1.65], [1.44, -0.19, 1.59], [-2.10, 0.70, 0.10], [-2.13, -1.15, -0.08], [-1.90, 0.08, -1.45], [1.46, -1.63, -0.61], [0.38, -1.50, -1.96], [-0.13, -2.56, -0.57], [0.10, 1.35, -1.31], [1.20, 1.51, 2.53], [0.55, -0.74, 1.52]],
  "mulliken_charge": [-0.876, 0.133, -0.839, -0.338, 0.322, -0.600, -0.128, -0.444, 0.290, 0.277, 0.290, 0.289, 0.328, 0.292, 0.279, 0.280, 0.446],
  "total_charge": 0,
  "smiles": "CN(C)NC(=O)NO",
  "energy_ha": -434.314412
}

No. 5
{
  "formula": "C3H9N3O2",
  "method": "ωB97M-V/def2-TZVPD",
  "elements": ["C", "C", "N", "N", "N", "C", "O", "O", "H", "H", "H", "H", "H", "H", "H", "H", "H"],
  "positions_angstrom": [[-0.11, 0.60, 0.78], [0.06, -0.12, -1.56], [0.45, 1.47, 1.73], [0.22, -0.98, 1.14], [-0.63, -1.23, -1.29], [0.40, 0.79, -0.58], [-1.50, 0.60, 0.99], [0.47, 0.18, -2.83], [-1.90, 0.22, 0.19], [0.11, -0.47, -3.45], [0.07, 1.40, 2.66], [1.46, 1.54, 1.70], [-0.29, -1.28, 1.97], [1.22, -1.13, 1.24], [-0.16, -1.45, 0.21], [-0.72, -1.88, -2.06], [0.86, 1.73, -0.83]],
  "mulliken_charge": [0.640, 0.641, -0.603, -0.451, -0.806, -0.942, -0.574, -0.457, 0.383, 0.281, 0.234, 0.250, 0.309, 0.323, 0.305, 0.122, 0.344],
  "total_charge": 0,
  "energy_ha": -434.423560
}

No. 6
{
  "formula": "C3H9N3O6",
  "method": "ωB97M-V/def2-TZVPD",
  "elements": ["C", "N", "O", "O", "H", "H", "H", "C", "N", "O", "O", "H", "H", "H", "C", "N", "O", "O", "H", "H", "H"],
  "positions_angstrom": [[-3.19, 0.10, 1.29], [-2.89, 1.28, 2.10], [-3.15, 1.33, 3.32], [-2.50, 2.21, 1.50], [-2.23, -0.29, 0.94], [-3.88, 0.57, 0.59], [-3.69, -0.64, 1.92], [1.36, 0.28, -3.17], [2.70, -0.22, -2.99], [3.52, 0.04, -3.90], [2.94, -0.91, -1.96], [1.26, 1.27, -3.61], [0.94, 0.24, -2.16], [0.81, -0.45, -3.77], [1.69, -0.63, 1.01], [0.46, -0.70, 1.85], [-0.14, -1.73, 1.91], [0.21, 0.20, 2.61], [2.25, 0.26, 1.31], [1.41, -0.61, -0.05], [2.12, -1.60, 1.25]],
  "mulliken_charge": [-0.571, 0.908, -0.545, -0.512, 0.142, 0.300, 0.273, -0.522, 0.796, -0.488, -0.487, 0.293, 0.116, 0.280, -0.587, 0.884, -0.519, -0.512, 0.306, 0.116, 0.329],
  "total_charge": 0,
  "smiles": "C[N+](=O)[O-].C[N+](=O)[O-].C[N+](=O)[O-]",
  "energy_ha": -735.096240
}

No. 7
{
  "formula": "C3H9N3O6",
  "method": "ωB97M-V/def2-TZVPD",
  "elements": ["C", "N", "O", "O", "H", "H", "H", "C", "N", "O", "O", "H", "H", "H", "C", "N", "O", "O", "H", "H", "H"],
  "positions_angstrom": [[-25.28, 21.65, 8.24], [-24.15, 20.63, 8.00], [-23.78, 20.07, 9.01], [-23.64, 20.61, 6.87], [-26.28, 21.21, 8.15], [-25.23, 22.45, 7.51], [-25.09, 22.15, 9.18], [-20.87, 13.06, 8.89], [-21.01, 12.46, 10.27], [-19.99, 12.05, 10.83], [-22.14, 12.41, 10.72], [-21.60, 13.87, 8.93], [-21.20, 12.37, 8.12], [-19.86, 13.46, 8.79], [-22.37, 17.32, 6.14], [-22.66, 15.95, 5.92], [-23.69, 15.68, 5.29], [-22.03, 15.12, 6.57], [-21.59, 17.54, 5.41], [-22.09, 17.44, 7.18], [-23.13, 18.02, 5.78]],
  "mulliken_charge": [-0.730, 0.834, -0.486, -0.500, 0.280, 0.308, 0.303, -0.670, 0.843, -0.524, -0.514, 0.294, 0.277, 0.297, -0.807, 0.844, -0.498, -0.495, 0.303, 0.304, 0.340],
  "total_charge": 0,
  "smiles": "C[N+](=O)[O-].C[N+](=O)[O-].C[N+](=O)[O-]",
  "energy_ha": -735.100900
}

No. 8
{
  "formula": "C3H9N3OS",
  "method": "ωB97M-V/def2-TZVPD",
  "elements": ["C", "C", "C", "N", "N", "N", "O", "S", "H", "H", "H", "H", "H", "H", "H", "H", "H"],
  "positions_angstrom": [[-1.24, 1.12, 0.13], [-1.42, -2.27, -0.24], [0.36, -0.17, -0.12], [-0.71, 2.13, 0.72], [2.73, 0.68, -0.30], [1.45, 0.49, 0.41], [-2.27, 0.97, -0.46], [0.00, -1.84, 0.75], [-1.93, -3.24, 0.08], [-1.15, -2.38, -1.31], [-2.00, -1.33, -0.28], [0.25, -0.33, -1.12], [0.27, 2.06, 0.89], [-1.29, 2.81, 1.14], [2.85, -0.23, -0.73], [2.56, 1.20, -1.09], [1.55, 0.34, 1.52]],
  "mulliken_charge": [0.418, -0.676, -0.367, -0.247, -0.741, -0.257, -0.539, -0.121, 0.307, 0.246, 0.204, 0.439, 0.267, 0.220, 0.273, 0.254, 0.320],
  "total_charge": 0,
  "energy_ha": -757.287326
}